# 1
The following is a quantum chemistry calculation of C60H116InN6O10 as an isolated structure at a distorted geometry, from the Open Molecules 2025 dataset.

## Properties
Charge: +1
E_HOMO: -9.28 eV
Max |F|: 5.30 eV Å⁻¹

Each line ends with the Löwdin charge.
Cartesian coordinates (Å):
In -2.64 -2.32 -3.60  1.10
C 0.27 -0.03 0.14  0.20
C -0.63 -0.41 -0.94  -0.30
C -1.39 0.69 -1.75  -0.31
O -2.03 0.33 -2.70  -0.02
C -1.26 2.04 -1.17  0.20
C -0.47 2.33 -0.09  -0.34
C 0.39 1.30 0.57  -0.35
O 1.07 1.54 1.58  0.15
O -0.51 3.50 0.34  0.15
O -0.77 -1.56 -1.35  -0.02
H 0.82 -0.80 0.66  0.13
H -1.86 2.68 -1.81  0.15
C -4.06 -1.83 7.00  -0.02
C -2.73 -2.52 6.65  -0.51
C -2.91 -3.88 5.96  -0.13
C -3.35 -3.79 4.49  -0.17
C -2.20 -3.09 3.78  -0.16
C -1.96 -1.66 4.35  -0.49
N -1.87 -1.64 5.81  -0.11
O -1.61 -0.38 6.38  -0.01
C -0.64 -1.19 3.72  -0.03
C -3.08 -0.72 3.82  -0.02
C -1.94 -2.82 7.91  -0.05
H -4.81 -1.70 6.22  0.07
H -3.71 -0.90 7.44  0.08
H -4.70 -2.40 7.68  0.09
H -2.10 -4.61 6.01  0.12
H -3.67 -4.39 6.57  0.12
H -4.18 -3.11 4.27  0.10
H -3.59 -4.79 4.13  0.11
H -2.45 -3.19 2.72  0.12
H -1.30 -3.66 4.01  0.10
H -0.61 -0.10 3.77  0.07
H 0.20 -1.65 4.23  0.09
H -0.57 -1.56 2.69  0.06
H -3.14 -0.60 2.74  0.08
H -4.07 -0.91 4.24  0.07
H -2.86 0.28 4.21  0.06
H -2.61 -3.31 8.62  0.09
H -1.61 -1.89 8.38  0.08
H -1.02 -3.39 7.80  0.09
H -0.65 -0.36 6.27  0.10
C 2.72 -3.08 2.45  -0.04
C 3.08 -4.55 2.18  -0.50
C 2.31 -5.44 3.13  -0.12
C 0.86 -5.63 2.64  -0.18
C 0.75 -6.17 1.21  -0.12
C 1.61 -5.30 0.22  -0.48
N 2.93 -4.97 0.79  -0.11
O 3.73 -4.34 -0.17  0.00
C 1.71 -6.14 -1.04  -0.04
C 0.79 -4.02 -0.15  -0.03
C 4.60 -4.60 2.55  -0.03
H 2.87 -2.75 3.47  0.10
H 1.71 -2.83 2.09  0.06
H 3.30 -2.38 1.85  0.04
H 2.71 -6.40 3.44  0.13
H 2.14 -4.84 4.02  0.12
H 0.23 -4.75 2.79  0.08
H 0.35 -6.38 3.26  0.11
H -0.31 -6.19 0.96  0.12
H 1.21 -7.16 1.16  0.12
H 0.69 -6.42 -1.28  0.09
H 2.00 -5.51 -1.88  0.06
H 2.36 -7.00 -0.86  0.09
H 0.37 -4.11 -1.16  0.06
H -0.02 -3.97 0.58  0.07
H 1.29 -3.07 -0.34  0.05
H 5.09 -5.51 2.19  0.09
H 4.78 -4.55 3.63  0.09
H 5.08 -3.70 2.18  0.07
H 4.41 -5.01 -0.31  0.11
C 4.44 2.45 3.89  -0.03
C 4.84 1.97 2.49  -0.50
C 4.34 0.56 2.35  -0.18
C 4.63 -0.12 1.05  -0.14
C 4.03 0.77 -0.07  -0.11
C 4.21 2.32 0.02  -0.46
N 4.10 2.74 1.43  -0.07
O 4.22 4.09 1.62  0.01
C 5.57 2.72 -0.55  -0.03
C 3.13 3.02 -0.82  0.00
C 6.37 2.08 2.41  -0.03
H 4.61 3.51 4.08  0.09
H 4.87 1.86 4.69  0.09
H 3.35 2.36 3.89  0.09
H 4.75 -0.03 3.18  0.13
H 3.29 0.43 2.63  0.12
H 4.11 -1.07 1.18  0.08
H 5.69 -0.24 0.86  0.11
H 2.94 0.68 -0.18  0.08
H 4.33 0.30 -1.01  0.10
H 5.98 1.85 -1.06  0.09
H 5.61 3.62 -1.16  0.09
H 6.36 2.94 0.17  0.06
H 2.95 4.07 -0.59  0.10
H 3.28 2.76 -1.87  0.08
H 2.15 2.57 -0.60  0.05
H 6.85 1.34 1.77  0.08
H 6.78 1.67 3.34  0.09
H 6.74 3.10 2.42  0.09
H 5.00 4.42 1.13  0.11
C -1.79 4.51 6.34  -0.02
C -1.57 4.13 4.85  -0.47
C -2.85 3.41 4.34  -0.13
C -4.01 4.40 4.04  -0.18
C -3.55 5.44 3.03  -0.14
C -2.27 6.22 3.44  -0.49
N -1.27 5.24 3.96  -0.13
O 0.03 5.72 4.02  0.01
C -1.68 6.83 2.18  -0.03
C -2.59 7.27 4.51  -0.01
C -0.43 3.06 4.75  -0.02
H -1.45 3.58 6.80  0.08
H -2.79 4.82 6.61  0.07
H -1.17 5.35 6.66  0.08
H -2.68 2.84 3.43  0.11
H -3.35 2.78 5.08  0.12
H -4.27 4.81 5.02  0.10
H -4.98 4.10 3.65  0.11
H -4.37 6.16 3.01  0.11
H -3.56 4.99 2.04  0.12
H -2.42 7.52 1.76  0.09
H -0.73 7.31 2.40  0.08
H -1.61 6.10 1.38  0.08
H -3.59 7.70 4.46  0.09
H -2.48 6.85 5.51  0.07
H -1.98 8.16 4.31  0.09
H 0.49 3.44 5.21  0.08
H -0.14 2.95 3.70  0.07
H -0.62 2.10 5.22  0.07
H -0.04 6.38 4.73  0.11
C 1.63 -3.29 -4.08  -0.02
C 2.27 -1.90 -4.08  -0.46
C 3.68 -2.03 -4.77  -0.11
C 4.13 -0.69 -5.30  -0.20
C 3.10 -0.05 -6.22  -0.15
C 1.76 0.24 -5.52  -0.48
N 1.37 -0.90 -4.67  -0.10
O 0.07 -0.84 -4.14  -0.08
C 2.09 1.54 -4.71  -0.02
C 0.72 0.53 -6.62  -0.03
C 2.53 -1.47 -2.64  -0.03
H 0.62 -3.29 -3.67  0.05
H 1.50 -3.66 -5.10  0.09
H 2.21 -4.03 -3.54  0.08
H 4.43 -2.42 -4.10  0.13
H 3.57 -2.61 -5.69  0.12
H 4.41 -0.01 -4.49  0.10
H 5.04 -0.81 -5.90  0.12
H 2.90 -0.63 -7.14  0.12
H 3.63 0.79 -6.67  0.12
H 1.17 1.73 -4.16  0.08
H 2.35 2.40 -5.33  0.09
H 3.00 1.36 -4.14  0.05
H -0.17 0.97 -6.15  0.07
H 0.20 -0.31 -7.09  0.08
H 1.17 1.25 -7.30  0.09
H 1.63 -1.57 -2.01  0.05
H 3.27 -1.97 -2.01  0.09
H 2.82 -0.41 -2.59  0.07
H 0.38 -0.50 -3.28  0.06
C -5.23 -1.22 -8.04  -0.03
C -3.85 -0.72 -7.51  -0.49
C -3.20 0.05 -8.65  -0.13
C -3.69 1.50 -8.69  -0.16
C -3.65 2.14 -7.30  -0.15
C -4.37 1.42 -6.13  -0.50
N -4.03 -0.01 -6.24  -0.09
O -4.75 -0.75 -5.28  -0.12
C -3.81 2.03 -4.85  -0.03
C -5.88 1.74 -6.26  -0.02
C -3.03 -1.98 -7.19  -0.06
H -5.77 -1.88 -7.36  0.08
H -5.18 -1.64 -9.04  0.09
H -5.98 -0.45 -8.24  0.07
H -2.12 0.00 -8.46  0.11
H -3.20 -0.44 -9.62  0.13
H -4.68 1.62 -9.14  0.11
H -2.99 2.12 -9.26  0.11
H -3.76 3.22 -7.39  0.13
H -2.59 2.07 -7.01  0.11
H -3.62 3.10 -5.00  0.09
H -4.48 1.91 -4.00  0.08
H -2.84 1.61 -4.60  0.06
H -6.36 1.09 -7.00  0.06
H -6.40 1.55 -5.32  0.08
H -6.05 2.74 -6.64  0.09
H -3.56 -2.65 -6.51  0.04
H -2.00 -1.73 -6.93  0.07
H -3.03 -2.71 -8.01  0.10
H -5.66 -0.82 -5.63  0.09


# 2
The following is a quantum chemistry calculation of a 11-piece molecular cluster, C60H120F30N11O24S10 overall at a distorted geometry, from the Open Molecules 2025 dataset.

## Properties
Charge: +1
E_HOMO: -8.66 eV
Max |F|: 8.38 eV Å⁻¹

Each line ends with the Löwdin charge.
Cartesian coordinates (Å):
C -4.29 -6.93 -3.03  -0.09
C -4.51 -6.61 -1.56  -0.24
C -3.43 -7.33 -0.73  -0.19
C -3.12 -6.52 0.56  -0.09
N -1.90 -7.20 1.27  -0.22
C -0.58 -7.21 0.44  -0.09
C 0.59 -7.33 1.41  -0.12
C 0.02 -6.56 2.63  -0.14
C -1.47 -6.27 2.43  -0.09
C -2.37 -8.60 1.75  0.05
H -4.94 -6.35 -3.68  0.08
H -4.47 -7.97 -3.29  0.08
H -3.25 -6.67 -3.25  0.06
H -5.47 -6.98 -1.18  0.12
H -4.51 -5.53 -1.48  0.09
H -2.54 -7.56 -1.30  0.10
H -3.73 -8.36 -0.49  0.11
H -4.00 -6.46 1.19  0.14
H -2.68 -5.55 0.32  0.11
H -0.59 -8.01 -0.30  0.13
H -0.61 -6.26 -0.10  0.13
H 0.86 -8.35 1.67  0.12
H 1.53 -6.90 1.07  0.11
H 0.22 -7.03 3.60  0.12
H 0.47 -5.58 2.73  0.09
H -2.09 -6.57 3.28  0.13
H -1.77 -5.24 2.23  0.11
H -2.24 -9.26 0.88  0.10
H -3.36 -8.52 2.19  0.11
H -1.72 -9.03 2.51  0.10
C 4.56 8.95 1.55  -0.10
C 3.40 8.44 0.70  -0.22
C 3.47 6.95 0.29  -0.18
C 3.27 6.03 1.46  -0.10
N 3.16 4.55 1.03  -0.18
C 3.08 3.59 2.29  -0.05
C 3.68 2.27 1.86  -0.19
C 4.43 2.53 0.59  -0.17
C 4.45 4.01 0.45  -0.11
C 1.95 4.29 0.10  0.07
H 4.44 9.94 2.00  0.08
H 5.55 8.96 1.09  0.07
H 4.60 8.22 2.36  0.05
H 3.38 9.11 -0.17  0.11
H 2.45 8.54 1.23  0.10
H 4.38 6.73 -0.27  0.12
H 2.71 6.76 -0.47  0.10
H 2.31 6.22 1.94  0.12
H 4.10 6.02 2.17  0.12
H 2.04 3.52 2.59  0.11
H 3.74 4.01 3.05  0.14
H 3.06 1.39 1.69  0.09
H 4.34 1.86 2.63  0.11
H 4.00 2.00 -0.26  0.11
H 5.46 2.16 0.65  0.12
H 4.60 4.40 -0.56  0.12
H 5.34 4.37 0.97  0.15
H 2.09 4.78 -0.86  0.09
H 1.07 4.65 0.64  0.07
H 1.87 3.21 0.01  0.08
C -7.61 1.55 1.47  -0.05
C -7.59 3.07 1.95  -0.12
N -6.26 3.38 2.56  -0.24
C -6.24 4.85 2.98  0.03
C -5.99 2.54 3.89  -0.12
C -4.75 2.81 4.72  -0.06
C -5.15 3.04 1.54  -0.04
C -5.33 3.67 0.11  -0.15
O -5.59 5.10 0.29  -0.21
C -5.62 5.69 -1.03  -0.08
H -7.00 1.27 0.60  0.06
H -8.63 1.25 1.21  0.09
H -7.49 0.84 2.28  0.07
H -8.42 3.29 2.62  0.13
H -7.70 3.76 1.11  0.12
H -5.20 5.13 3.17  0.10
H -6.98 4.93 3.77  0.11
H -6.53 5.49 2.15  0.10
H -6.09 1.46 3.77  0.10
H -6.88 2.85 4.44  0.12
H -3.95 2.84 3.98  0.06
H -4.51 1.95 5.34  0.06
H -4.65 3.68 5.37  0.10
H -5.25 1.95 1.55  0.10
H -4.24 3.47 1.97  0.10
H -6.12 3.17 -0.45  0.12
H -4.42 3.52 -0.47  0.10
H -5.13 5.12 -1.82  0.09
H -5.39 6.75 -1.13  0.09
H -6.69 5.67 -1.24  0.09
C 2.25 0.43 4.96  -0.06
C 1.53 -0.82 5.51  -0.11
N -0.03 -0.91 5.19  -0.18
C -0.52 -0.55 3.80  0.02
C -0.41 -2.42 5.53  -0.13
C -0.02 -2.89 6.93  -0.06
C -0.65 0.09 6.23  -0.05
C -2.21 0.22 6.27  -0.18
O -2.76 -1.01 6.74  -0.19
C -4.16 -1.15 6.43  -0.06
H 2.00 1.36 5.46  0.07
H 2.10 0.68 3.91  0.06
H 3.29 0.41 5.29  0.09
H 1.76 -0.90 6.57  0.12
H 1.93 -1.67 4.95  0.11
H -0.17 0.41 3.44  0.08
H -1.59 -0.73 3.69  0.08
H -0.01 -1.33 3.22  0.09
H 0.11 -3.00 4.78  0.12
H -1.49 -2.53 5.45  0.11
H -0.12 -3.97 7.04  0.09
H -0.62 -2.34 7.65  0.08
H 1.01 -2.72 7.24  0.07
H -0.16 1.02 5.94  0.11
H -0.23 -0.18 7.20  0.13
H -2.42 0.53 5.24  0.10
H -2.48 1.00 6.98  0.14
H -4.71 -0.26 6.72  0.09
H -4.70 -1.98 6.89  0.10
H -4.27 -1.27 5.35  0.06
C 7.02 -4.32 -2.44  -0.03
C 7.19 -3.09 -3.43  -0.09
N 6.33 -1.81 -3.04  -0.21
C 6.57 -0.73 -4.14  0.04
C 4.85 -2.31 -3.15  -0.15
C 3.75 -1.21 -3.17  -0.05
C 6.53 -1.31 -1.64  -0.10
C 7.97 -1.02 -1.15  -0.14
O 8.43 0.17 -1.90  -0.20
C 9.79 0.57 -1.56  -0.07
H 7.19 -4.01 -1.41  0.07
H 7.76 -5.07 -2.73  0.09
H 6.06 -4.82 -2.51  0.06
H 6.91 -3.46 -4.42  0.13
H 8.15 -2.57 -3.40  0.11
H 6.10 0.19 -3.80  0.10
H 6.12 -1.00 -5.09  0.12
H 7.65 -0.60 -4.22  0.10
H 4.52 -2.96 -2.35  0.08
H 4.72 -2.96 -4.02  0.13
H 4.07 -0.42 -3.85  0.04
H 3.53 -0.82 -2.18  0.07
H 2.82 -1.68 -3.49  0.09
H 5.97 -1.98 -0.98  0.11
H 6.04 -0.34 -1.56  0.13
H 8.62 -1.89 -1.24  0.12
H 8.01 -0.83 -0.08  0.12
H 10.54 0.00 -2.11  0.08
H 9.95 0.41 -0.50  0.09
H 10.08 1.52 -2.00  0.09
C -1.59 2.37 -2.32  -0.04
C -2.07 1.16 -1.58  -0.16
N -1.00 0.11 -1.25  -0.20
C -0.49 -0.43 -2.58  0.03
C 0.18 0.85 -0.59  -0.13
C -0.09 1.49 0.76  -0.05
C -1.52 -1.04 -0.36  -0.04
C -2.06 -2.28 -1.15  -0.18
O -1.01 -3.08 -1.72  -0.23
C -1.41 -4.03 -2.73  -0.05
H -0.85 2.94 -1.74  0.06
H -2.44 3.03 -2.49  0.10
H -1.07 2.15 -3.25  0.09
H -2.88 0.68 -2.14  0.13
H -2.56 1.34 -0.63  0.12
H 0.25 -1.20 -2.36  0.09
H 0.12 0.35 -3.05  0.10
H -1.32 -0.78 -3.20  0.11
H 0.69 1.48 -1.32  0.12
H 0.87 0.03 -0.39  0.11
H 0.77 1.60 1.42  0.06
H -0.77 0.87 1.34  0.07
H -0.48 2.51 0.70  0.07
H -2.35 -0.61 0.19  0.09
H -0.81 -1.41 0.39  0.13
H -2.76 -1.96 -1.92  0.11
H -2.68 -2.94 -0.54  0.10
H -2.29 -4.60 -2.43  0.07
H -0.58 -4.65 -3.06  0.09
H -1.69 -3.42 -3.60  0.09
C -1.78 5.73 -0.18  -0.69
F -2.14 4.54 0.24  0.13
F -0.86 5.68 -1.08  0.19
F -2.83 6.39 -0.70  0.14
S -1.15 6.73 1.35  0.73
O -0.11 7.60 0.82  -0.31
O -2.34 7.48 1.87  -0.31
N -0.39 5.57 2.40  -0.31
S -1.31 5.44 3.61  0.53
O -1.20 6.57 4.49  -0.26
O -2.66 4.97 3.22  -0.35
C -0.55 3.94 4.53  -0.69
F -0.46 2.89 3.72  0.11
F 0.67 4.24 4.90  0.15
F -1.26 3.70 5.62  0.14
C 4.90 -1.13 1.89  -0.61
F 4.89 -0.36 0.79  0.13
F 5.98 -1.93 1.89  0.13
F 4.79 -0.51 3.07  0.13
S 3.36 -2.31 1.94  0.71
O 3.48 -2.98 3.25  -0.30
O 2.27 -1.33 1.87  -0.34
N 3.65 -3.31 0.58  -0.28
S 2.29 -3.50 0.02  0.51
O 1.28 -4.07 0.90  -0.32
O 1.90 -2.30 -0.72  -0.33
C 2.63 -4.85 -1.43  -0.59
F 2.79 -4.33 -2.63  0.14
F 3.81 -5.40 -1.23  0.12
F 1.63 -5.78 -1.39  0.11
C -1.29 -0.71 -6.51  -0.60
F -1.12 0.62 -6.21  0.09
F -0.56 -1.51 -5.66  0.06
F -2.52 -1.08 -6.38  0.15
S -0.63 -0.96 -8.37  0.69
O -0.64 0.38 -8.95  -0.31
O 0.67 -1.58 -8.22  -0.33
N -1.79 -2.10 -8.99  -0.30
S -1.26 -2.25 -10.40  0.49
O -1.57 -1.16 -11.29  -0.32
O 0.07 -2.82 -10.57  -0.32
C -2.46 -3.62 -11.00  -0.76
F -2.27 -4.69 -10.25  0.13
F -3.67 -3.26 -10.88  0.19
F -2.19 -3.87 -12.28  0.13
C 4.98 6.41 -4.81  -0.65
F 4.29 6.78 -5.87  0.16
F 6.25 6.18 -5.15  0.14
F 5.05 7.45 -3.97  0.13
S 4.26 4.91 -3.80  0.73
O 5.47 4.37 -3.08  -0.35
O 3.26 5.53 -2.93  -0.32
N 3.71 3.88 -5.03  -0.27
S 2.97 2.91 -4.22  0.48
O 3.72 2.25 -3.17  -0.35
O 1.63 3.38 -3.77  -0.34
C 2.72 1.55 -5.60  -0.62
F 2.07 1.98 -6.75  0.11
F 3.90 1.14 -6.00  0.14
F 2.01 0.60 -5.03  0.12
C -3.69 -2.97 2.53  -0.60
F -4.05 -3.97 1.77  0.14
F -3.76 -3.35 3.83  0.11
F -2.41 -2.57 2.35  0.09
S -4.89 -1.42 2.22  0.70
O -6.13 -1.61 2.96  -0.29
O -4.16 -0.27 2.80  -0.36
N -4.93 -1.29 0.44  -0.28
S -6.23 -1.99 0.04  0.51
O -6.38 -3.35 0.59  -0.32
O -7.31 -1.08 0.08  -0.28
C -5.99 -2.33 -1.86  -0.50
F -4.90 -3.15 -2.01  0.05
F -7.03 -3.05 -2.34  0.14
F -5.66 -1.12 -2.51  0.07


Q: Which of these has the highest E_HOMO?
A: C60H120F30N11O24S10